Computed, not measured: an isolated molecule of C16H17ClO2, with ωB97M-V with the def2-TZVPD basis set.

- Energy above the lowest of the compared OMol25 structures with the same formula, charge and spin: 0.0 kJ/mol
- LUMO level: 0.485 eV
- Total charge: 0

Cartesian coordinates (Å):
1 C -0.933 -0.441 1.780
2 C -0.561 -0.094 0.349
3 C -0.048 -1.038 -0.543
4 C 0.267 -2.418 -0.105
5 C -0.432 -3.549 -0.608
6 C -0.116 -4.815 -0.116
7 C 0.868 -4.962 0.854
8 C 1.617 -3.849 1.291
9 C 1.326 -2.599 0.779
10 C 0.232 -0.643 -1.920
11 O 0.326 -1.535 -2.744
12 O 0.448 0.657 -2.223
13 C 0.448 1.572 -1.110
14 C 0.400 2.968 -1.740
15 C 0.306 4.066 -0.685
16 Cl 0.070 5.700 -1.403
17 C -0.840 3.781 0.312
18 C -0.761 2.391 0.939
19 C -0.728 1.323 -0.177
20 H -0.175 -0.031 2.479
21 H -1.899 -0.001 2.105
22 H -0.943 -1.544 1.976
23 H -1.156 -3.509 -1.397
24 H -0.651 -5.680 -0.495
25 H 1.027 -5.968 1.257
26 H 2.457 -3.983 1.976
27 H 1.907 -1.764 1.149
28 H 1.389 1.459 -0.556
29 H 1.321 3.116 -2.361
30 H -0.440 2.983 -2.405
31 H 1.228 4.074 -0.099
32 H -1.826 3.894 -0.154
33 H -0.803 4.516 1.169
34 H 0.081 2.286 1.640
35 H -1.712 2.254 1.518
36 H -1.695 1.381 -0.731

Results of the Mulliken charge analysis, in e, for atoms 1 through 8: -1.7392, 0.0110, 0.6114, -0.3283, -0.3372, -0.5903, -0.3326, -0.7855

***

Computed, not measured: a cluster of 2 separate species, C16H17N in total, with ωB97M-V with the def2-TZVPD basis set.

- Energy above the lowest of the compared OMol25 structures with the same formula, charge and spin: 323.9 kJ/mol
- LUMO level: 0.768 eV
- Total charge: 0

Cartesian coordinates (Å):
1 C 3.365 0.513 -3.269
2 C 2.145 0.435 -2.540
3 C 1.423 1.626 -2.162
4 N 0.397 1.199 -1.349
5 C 0.338 -0.195 -1.205
6 C -0.525 -1.090 -0.554
7 C -0.060 -2.377 -0.357
8 C 1.215 -2.876 -0.768
9 C 1.900 -2.036 -1.623
10 C 1.476 -0.646 -1.885
11 H 3.850 -0.400 -3.513
12 H 4.294 0.903 -2.720
13 H 3.178 1.298 -3.991
14 H 1.926 2.459 -2.115
15 H -0.298 1.930 -1.081
16 H -1.420 -0.892 0.081
17 H -0.659 -3.022 0.232
18 H 1.585 -3.788 -0.511
19 H 2.860 -2.396 -2.087
20 C -3.996 0.779 1.404
21 C -2.676 0.855 2.081
22 C -2.056 -0.386 2.619
23 C -0.726 -0.536 2.875
24 C 0.182 0.571 2.655
25 C -0.363 1.783 2.270
26 C -1.870 1.907 1.989
27 H -4.762 0.795 2.014
28 H -4.132 -0.221 0.980
29 H -4.045 1.428 0.492
30 H -2.795 -1.208 2.772
31 H -0.254 -1.430 3.305
32 H 1.295 0.542 2.850
33 H 0.084 2.738 2.081
34 H -2.120 2.904 1.470

Results of the Mulliken charge analysis, in e, for atoms 1 through 8: -1.5749, 0.7307, -0.8608, 0.0325, 0.2440, -0.7134, -0.3482, -1.1017

***

Computed, not measured: a cluster of 2 separate species, C16H17N in total, with ωB97M-V with the def2-TZVPD basis set.

- Energy above the lowest of the compared OMol25 structures with the same formula, charge and spin: 68.6 kJ/mol
- LUMO level: 0.842 eV
- Total charge: 0

Cartesian coordinates (Å):
1 C 2.632 0.181 0.044
2 C 1.889 -0.556 -1.026
3 C 2.006 -1.914 -1.075
4 N 1.224 -2.448 -2.080
5 C 0.583 -1.397 -2.695
6 C -0.089 -1.434 -3.914
7 C -0.642 -0.256 -4.377
8 C -0.334 0.954 -3.741
9 C 0.545 1.008 -2.674
10 C 0.965 -0.186 -2.079
11 H 2.976 -0.517 0.807
12 H 2.013 0.879 0.571
13 H 3.509 0.731 -0.275
14 H 2.848 -2.445 -0.656
15 H 0.981 -3.414 -2.186
16 H -0.181 -2.353 -4.480
17 H -1.336 -0.187 -5.205
18 H -0.713 1.904 -4.089
19 H 0.946 1.931 -2.273
20 C -1.335 -1.049 4.205
21 C -1.412 0.075 3.210
22 C -1.436 1.391 3.645
23 C -1.425 2.467 2.752
24 C -1.417 2.173 1.397
25 C -1.142 0.883 0.949
26 C -1.248 -0.165 1.848
27 H -2.212 -1.689 4.244
28 H -1.207 -0.660 5.214
29 H -0.419 -1.619 4.037
30 H -1.408 1.606 4.708
31 H -1.553 3.475 3.115
32 H -1.556 3.000 0.710
33 H -0.910 0.799 -0.104
34 H -1.141 -1.165 1.473

Results of the Mulliken charge analysis, in e, for atoms 1 through 8: -1.3338, 0.7922, -0.8190, -0.0932, -0.3561, -0.6097, -0.5100, -0.6445

***

Computed, not measured: a cluster of 2 separate species, C16H17N in total, with ωB97M-V with the def2-TZVPD basis set.

- Energy above the lowest of the compared OMol25 structures with the same formula, charge and spin: 112.9 kJ/mol
- LUMO level: 0.908 eV
- Total charge: 0

Cartesian coordinates (Å):
1 C 0.751 -1.196 2.200
2 C -0.570 -0.853 1.617
3 C -1.515 -1.623 1.036
4 N -2.543 -0.855 0.487
5 C -2.331 0.457 0.975
6 C -3.060 1.578 0.705
7 C -2.512 2.816 1.143
8 C -1.298 2.849 1.792
9 C -0.523 1.688 2.046
10 C -1.032 0.531 1.529
11 H 1.561 -0.725 1.624
12 H 0.945 -2.267 2.149
13 H 0.869 -0.765 3.197
14 H -1.472 -2.681 0.824
15 H -3.486 -1.135 0.309
16 H -4.110 1.578 0.440
17 H -3.201 3.628 1.348
18 H -1.021 3.799 2.237
19 H 0.360 1.775 2.662
20 C 3.671 -1.431 -1.911
21 C 2.269 -0.891 -1.899
22 C 1.146 -1.581 -2.395
23 C -0.131 -1.091 -2.244
24 C -0.327 0.227 -1.806
25 C 0.775 0.944 -1.386
26 C 2.030 0.317 -1.260
27 H 3.748 -2.300 -2.559
28 H 3.867 -1.697 -0.869
29 H 4.375 -0.656 -2.207
30 H 1.222 -2.584 -2.800
31 H -0.986 -1.668 -2.573
32 H -1.145 0.894 -2.047
33 H 0.789 2.026 -1.448
34 H 2.884 0.893 -0.918

Results of the Mulliken charge analysis, in e, for atoms 1 through 8: -1.3290, 0.5704, -0.9184, -0.0051, -0.2872, -0.8536, -0.6742, -0.5805

***

Computed, not measured: an isolated molecule of C16H17N5O3S2, with ωB97M-V with the def2-TZVPD basis set.

- Energy above the lowest of the compared OMol25 structures with the same formula, charge and spin: 116.2 kJ/mol
- LUMO level: 0.281 eV
- Total charge: 0

Cartesian coordinates (Å):
1 C 5.526 0.783 0.221
2 C 4.414 0.764 1.270
3 C 3.095 0.488 0.657
4 N 2.360 -0.529 0.908
5 N 1.216 -0.571 0.241
6 C 1.036 0.434 -0.550
7 N -0.057 0.497 -1.365
8 C -0.678 1.521 -2.028
9 O -1.591 1.281 -2.779
10 C -0.193 2.944 -1.833
11 S -0.138 3.585 -0.112
12 C -1.570 2.908 0.579
13 N -2.084 3.196 1.732
14 N -3.119 2.345 1.909
15 C -3.191 1.591 0.867
16 C -4.054 0.416 0.601
17 C -3.108 -0.722 0.296
18 C -2.313 -1.245 1.307
19 C -1.334 -2.183 1.039
20 C -1.124 -2.613 -0.269
21 O -0.174 -3.499 -0.656
22 C 0.765 -3.935 0.303
23 C -1.933 -2.099 -1.287
24 C -2.914 -1.166 -1.005
25 O -2.221 1.901 -0.039
26 S 2.377 1.571 -0.535
27 H 5.582 -0.176 -0.290
28 H 5.341 1.561 -0.517
29 H 6.482 0.978 0.698
30 H 4.604 -0.013 2.012
31 H 4.376 1.731 1.777
32 H -0.564 -0.393 -1.432
33 H 0.830 3.059 -2.195
34 H -0.854 3.592 -2.410
35 H -4.702 0.615 -0.254
36 H -4.660 0.231 1.487
37 H -2.455 -0.902 2.322
38 H -0.730 -2.557 1.848
39 H 0.288 -4.529 1.088
40 H 1.469 -4.561 -0.242
41 H 1.292 -3.086 0.746
42 H -1.780 -2.451 -2.296
43 H -3.511 -0.765 -1.811

Results of the Mulliken charge analysis, in e, for atoms 1 through 8: -1.1098, -0.3906, 0.4255, -0.9855, 0.4963, 0.3058, 0.2287, 0.7405

***

Computed, not measured: a cluster of 2 separate species, C16H17NO in total, with ωB97M-V with the def2-TZVPD basis set.

- Energy above the lowest of the compared OMol25 structures with the same formula, charge and spin: 92.8 kJ/mol
- LUMO level: 0.791 eV
- Total charge: 0

Cartesian coordinates (Å):
1 C -0.926 0.494 -3.955
2 C -0.050 1.407 -3.162
3 C -0.084 2.768 -3.365
4 N 0.732 3.389 -2.440
5 C 1.256 2.436 -1.594
6 C 1.985 2.659 -0.407
7 C 2.307 1.511 0.275
8 C 2.086 0.223 -0.255
9 C 1.328 0.060 -1.397
10 C 0.752 1.184 -2.014
11 H -1.594 -0.044 -3.288
12 H -0.338 -0.189 -4.579
13 H -1.533 0.997 -4.712
14 H -0.620 3.332 -4.106
15 H 0.991 4.361 -2.538
16 H 2.086 3.656 -0.008
17 H 3.013 1.607 1.097
18 H 2.492 -0.620 0.285
19 H 1.221 -0.917 -1.856
20 C -1.038 -0.935 4.966
21 C -1.097 -1.511 3.564
22 C -1.168 -0.598 2.486
23 C -0.968 -0.994 1.176
24 C -1.049 -2.375 0.940
25 O -0.845 -2.936 -0.324
26 C -1.235 -3.296 1.959
27 C -1.215 -2.846 3.284
28 H -0.702 -1.746 5.619
29 H -1.932 -0.545 5.451
30 H -0.375 -0.070 4.952
31 H -0.970 0.432 2.766
32 H -0.810 -0.255 0.405
33 H -1.543 -2.618 -0.930
34 H -1.400 -4.319 1.664
35 H -1.401 -3.575 4.066

Results of the Mulliken charge analysis, in e, for atoms 1 through 8: -1.1930, 0.2998, -0.7843, -0.0651, -0.2601, -0.7866, -0.5099, -0.5756

***

Calculated F_max (eV Å⁻¹), listed in the same order as above: 3.93; 8.79; 1.42; 2.39; 1.74; 2.25
Calculated gap between HOMO and LUMO (eV), listed in the same order as above: 9.5020; 8.1240; 8.6805; 8.6379; 8.6983; 8.6063